Entry from the Open Molecules 2025 dataset: a single C5H10O2 molecule at a distorted geometry (ωB97M-V with the def2-TZVPD basis set).

Positions of all 17 atoms, in Å:
C  0.74  1.26  -0.34
C  -0.19  0.07  -0.57
C  0.10  -0.56  -1.93
C  -0.10  -0.96  0.57
C  -0.31  -0.32  1.91
O  0.44  -0.36  2.85
O  -1.52  0.31  2.02
H  0.73  1.75  0.63
H  0.40  2.01  -1.06
H  1.76  1.00  -0.63
H  -1.23  0.42  -0.63
H  0.29  0.22  -2.66
H  -0.69  -1.21  -2.30
H  1.02  -1.16  -1.86
H  -0.87  -1.72  0.48
H  0.89  -1.42  0.57
H  -1.47  0.66  2.92

Results
- Net charge: 0
- Total energy: -347.01522 a.u.
- Frontier orbital gap: 0.4161 Eh
- LUMO energy: 0.0313 Ha
- Energy above the lowest of the compared OMol25 structures with the same formula, charge and spin: 26.8 kJ/mol

=====

Entry from the Open Molecules 2025 dataset: a gas-phase ion, C5H6N3O4S (charge -1) at a distorted geometry (ωB97M-V with the def2-TZVPD basis set).

Positions of all 19 atoms, in Å:
C  -0.88  1.34  0.36
C  0.66  -1.04  -1.12
C  1.22  1.26  0.79
C  -0.69  -0.26  -1.32
C  -1.27  -0.05  0.04
N  -0.37  1.93  -0.84
N  -0.25  1.07  -1.67
N  -1.80  -0.94  0.85
O  -1.99  -2.19  0.53
O  -1.39  1.93  1.28
O  0.94  -1.26  1.41
O  3.02  -0.50  0.26
S  1.53  -0.41  0.35
H  0.35  -2.04  -0.79
H  1.13  -0.88  -2.09
H  1.81  2.07  0.35
H  1.20  1.36  1.91
H  -1.27  -0.72  -2.05
H  -1.97  -0.67  1.77

Results
- Net charge: -1
- Total energy: -1057.39983 a.u.
- Frontier orbital gap (spin up / spin down): 0.2781 / 0.2780 Eh
- LUMO energy (spin up / spin down): 0.1270 / 0.1270 Ha
- Energy above the lowest of the compared OMol25 structures with the same formula, charge and spin: 308.8 kJ/mol

=====

Entry from the Open Molecules 2025 dataset: a molecular structure, C23H35AsBClN10O6OsSi2 at a distorted geometry (ωB97M-V with the def2-TZVPD basis set).

Positions of all 80 atoms, in Å:
Os  -0.21  0.32  0.38
C  1.69  4.15  1.42
C  1.04  3.04  1.95
N  0.18  2.53  1.07
N  0.28  3.30  -0.05
C  1.18  4.27  0.14
B  -0.53  3.00  -1.32
N  -1.89  2.39  -0.84
C  -3.14  2.79  -1.10
C  -4.01  2.02  -0.36
C  -3.19  1.13  0.33
N  -1.92  1.37  0.03
N  0.22  1.92  -2.12
C  0.97  1.96  -3.23
C  1.48  0.69  -3.46
C  1.01  -0.08  -2.42
N  0.25  0.67  -1.61
N  -0.79  4.27  -2.09
C  -1.41  5.37  -1.57
C  -1.45  6.33  -2.54
C  -0.81  5.73  -3.65
N  -0.42  4.50  -3.37
H  2.42  4.76  1.90
H  1.14  2.60  2.93
H  1.41  4.99  -0.63
H  -3.35  3.60  -1.78
H  -5.08  2.09  -0.33
H  -3.46  0.34  1.01
H  1.04  2.87  -3.79
H  2.12  0.38  -4.28
H  1.17  -1.13  -2.21
H  -1.79  5.37  -0.56
H  -1.86  7.32  -2.48
H  -0.61  6.15  -4.62
C  -1.54  2.29  4.71
Si  -0.78  0.57  4.72
C  -1.94  -0.62  5.61
C  0.94  0.49  5.44
As  -0.92  -0.40  2.52
Si  0.67  -4.08  2.04
C  -0.56  -5.33  2.68
C  1.31  -3.04  3.45
C  1.94  -4.87  0.93
H  -1.98  2.49  5.69
H  -2.33  2.37  3.96
H  -0.80  3.06  4.50
H  -2.24  -0.24  6.59
H  -1.45  -1.59  5.76
H  -2.84  -0.79  5.02
H  0.99  1.03  6.38
H  1.67  0.91  4.75
H  1.23  -0.55  5.62
H  -0.21  -5.72  3.64
H  -0.66  -6.20  2.02
H  -1.55  -4.90  2.84
H  0.50  -2.80  4.14
H  1.73  -2.10  3.07
H  2.09  -3.55  4.01
H  1.75  -4.68  -0.13
H  1.97  -5.95  1.08
H  2.94  -4.48  1.15
O  1.96  0.42  2.43
Cl  2.56  0.01  1.18
O  3.80  -0.62  1.43
O  2.67  1.12  0.28
O  1.61  -0.98  0.56
C  -4.13  -2.56  -2.60
N  -3.00  -2.72  -1.68
C  -2.66  -3.91  -1.17
C  -1.66  -4.06  -0.27
C  -1.02  -2.88  0.18
O  -0.16  -2.86  1.16
N  -1.32  -1.70  -0.36
C  -2.27  -1.56  -1.35
O  -2.50  -0.52  -1.93
H  -4.50  -3.54  -2.88
H  -3.81  -2.01  -3.48
H  -4.92  -1.99  -2.12
H  -3.24  -4.76  -1.52
H  -1.39  -5.02  0.13

Results
- Net charge: +1
- Total energy: -5286.64025 a.u.
- Frontier orbital gap (spin up / spin down): 0.2447 / 0.2403 Eh
- Multiplicity: 2
- Expectation value of S²: 1.15
- LUMO energy (spin up / spin down): -0.1647 / -0.1737 Ha
- Energy above the lowest of the compared OMol25 structures with the same formula, charge and spin: 215.6 kJ/mol

=====

Entry from the Open Molecules 2025 dataset: 2 unconnected molecules or ions with the total composition C4H12 at a distorted geometry (ωB97M-V with the def2-TZVPD basis set).

Positions of all 16 atoms, in Å:
C  1.06  1.69  -0.29
C  -0.05  2.01  -1.47
H  0.77  1.60  0.78
H  1.50  0.64  -0.32
H  1.82  2.31  -0.57
H  0.17  1.06  -2.15
H  0.26  2.96  -1.82
H  -0.97  1.74  -1.14
C  -0.57  -1.11  1.33
C  -0.50  -2.35  0.43
H  -0.27  -1.39  2.34
H  0.14  -0.46  1.03
H  -1.65  -0.69  1.32
H  -1.00  -2.15  -0.54
H  -1.15  -3.16  0.91
H  0.43  -2.69  0.15

Results
- Net charge: -1
- Total energy: -159.46470 a.u.
- Frontier orbital gap (spin up / spin down): 0.1056 / 0.4257 Eh
- Multiplicity: 2
- Expectation value of S²: 0.75
- LUMO energy (spin up / spin down): 0.1608 / 0.1637 Ha
- Energy above the lowest of the compared OMol25 structures with the same formula, charge and spin: 171.8 kJ/mol

=====

Entry from the Open Molecules 2025 dataset: a single C4H7NS molecule at a distorted geometry (ωB97M-V with the def2-TZVPD basis set).

Positions of all 13 atoms, in Å:
C  -0.58  0.06  1.37
N  -1.87  0.43  0.49
C  -1.24  0.69  -0.85
C  -0.08  -0.30  -0.83
S  1.72  -0.57  -0.44
C  0.55  0.32  0.50
H  -0.77  -0.95  1.57
H  -0.54  0.38  2.45
H  -2.49  -0.37  0.62
H  -0.75  1.63  -0.71
H  -2.10  0.54  -1.65
H  -0.49  -1.23  -0.33
H  0.68  1.41  0.53

Results
- Net charge: 0
- Total energy: -609.38165 a.u.
- Frontier orbital gap: 0.3510 Eh
- LUMO energy: 0.0228 Ha
- Energy above the lowest of the compared OMol25 structures with the same formula, charge and spin: 464.3 kJ/mol

=====

Entry from the Open Molecules 2025 dataset: a molecular structure, C60H60I2O4S (ωB97M-V with the def2-TZVPD basis set).

Positions of all 127 atoms, in Å:
C  -2.98  -2.78  -3.47
C  -1.72  -3.60  -3.52
I  -2.06  -5.41  -4.53
C  -0.54  -3.26  -2.99
I  1.11  -4.52  -3.22
C  -0.52  -1.91  -2.27
O  -0.60  -0.88  -3.32
S  0.83  -0.27  -3.51
O  1.73  -1.21  -4.09
O  0.73  1.04  -4.04
O  1.12  -0.16  -1.95
C  0.59  -1.34  -1.31
C  1.72  -2.18  -0.71
C  2.83  -1.26  -0.23
C  3.97  -1.11  -1.00
C  5.00  -0.26  -0.63
C  4.88  0.47  0.55
C  3.74  0.32  1.34
C  2.72  -0.54  0.96
H  -2.82  -1.74  -3.21
H  -3.44  -2.79  -4.46
H  -3.71  -3.25  -2.80
H  -1.46  -1.83  -1.74
H  0.05  -0.97  -0.43
H  2.17  -2.87  -1.42
H  1.33  -2.72  0.15
H  4.04  -1.68  -1.92
H  5.87  -0.16  -1.26
H  5.67  1.15  0.83
H  3.66  0.90  2.25
H  1.83  -0.63  1.58
C  -0.60  -3.23  3.39
C  -0.93  -2.49  2.27
C  -1.08  -1.11  2.37
C  -0.89  -0.47  3.59
C  -0.55  -1.22  4.71
C  -0.41  -2.60  4.61
H  -0.49  -4.31  3.31
H  -1.08  -2.98  1.32
H  -1.34  -0.53  1.50
H  -0.99  0.60  3.67
H  -0.40  -0.73  5.66
H  -0.15  -3.18  5.49
C  5.20  -5.36  -0.70
C  5.70  -4.13  -0.31
C  7.01  -4.02  0.12
C  7.83  -5.14  0.14
C  7.33  -6.37  -0.25
C  6.01  -6.49  -0.67
H  4.16  -5.45  -1.02
H  5.06  -3.25  -0.33
H  7.40  -3.06  0.43
H  8.86  -5.05  0.47
H  7.97  -7.25  -0.23
H  5.62  -7.45  -0.97
C  -3.56  -5.45  -0.96
C  -4.66  -6.13  -1.45
C  -5.81  -6.25  -0.69
C  -5.86  -5.67  0.58
C  -4.76  -4.99  1.07
C  -3.61  -4.88  0.31
H  -2.66  -5.36  -1.56
H  -4.62  -6.58  -2.44
H  -6.67  -6.79  -1.07
H  -6.76  -5.76  1.17
H  -4.80  -4.54  2.06
H  -2.75  -4.34  0.70
C  6.70  3.55  3.74
C  7.99  3.63  4.25
C  9.07  3.71  3.38
C  8.87  3.70  2.01
C  7.58  3.62  1.50
C  6.50  3.54  2.37
H  5.86  3.48  4.41
H  8.15  3.64  5.32
H  10.08  3.77  3.78
H  9.71  3.77  1.33
H  7.42  3.62  0.43
H  5.49  3.47  1.97
C  -4.50  2.97  -3.64
C  -4.07  4.25  -3.33
C  -2.73  4.49  -3.06
C  -1.82  3.44  -3.09
C  -2.25  2.16  -3.39
C  -3.59  1.92  -3.66
H  -5.55  2.78  -3.85
H  -4.78  5.07  -3.31
H  -2.40  5.49  -2.81
H  -0.77  3.62  -2.88
H  -1.54  1.34  -3.41
H  -3.93  0.92  -3.90
C  -4.81  1.96  6.96
C  -4.52  1.68  5.63
C  -3.89  0.49  5.29
C  -3.54  -0.42  6.28
C  -3.83  -0.14  7.61
C  -4.47  1.05  7.95
H  -5.30  2.89  7.22
H  -4.79  2.39  4.85
H  -3.65  0.28  4.25
H  -3.05  -1.34  6.02
H  -3.57  -0.85  8.38
H  -4.69  1.27  8.98
C  2.12  5.71  -6.84
C  2.75  4.60  -6.30
C  1.99  3.57  -5.77
C  0.61  3.65  -5.77
C  -0.02  4.76  -6.30
C  0.74  5.80  -6.84
H  2.72  6.52  -7.26
H  3.83  4.53  -6.31
H  2.48  2.70  -5.34
H  0.02  2.85  -5.35
H  -1.10  4.83  -6.30
H  0.25  6.67  -7.26
C  -5.81  3.03  2.13
C  -5.48  2.96  0.78
C  -5.53  4.11  0.00
C  -5.90  5.32  0.57
C  -6.22  5.38  1.92
C  -6.18  4.24  2.70
H  -5.78  2.13  2.73
H  -5.19  2.02  0.34
H  -5.27  4.05  -1.05
H  -5.93  6.22  -0.04
H  -6.51  6.33  2.36
H  -6.44  4.29  3.75

Results
- Net charge: 0
- Total energy: -3616.79654 a.u.
- Frontier orbital gap: 0.3214 Eh
- LUMO energy: -0.0073 Ha
- Energy above the lowest of the compared OMol25 structures with the same formula, charge and spin: 0.0 kJ/mol